Formula: C31H73ClN4O7
Source: OMol25
Level of theory: the ωB97M-V functional and the def2-TZVPD basis

```
! RIJCOSX wB97M-V def2-TZVPD def2/J DEFGRID3
* xyz 2 1
C 10.52191 3.18154 0.22532
O 9.32794 3.59068 0.93749
C 9.41278 3.27889 2.25959
C 8.12187 3.79262 2.93290
N 6.89939 3.23079 2.16373
H 6.75876 4.03185 1.47275
H 7.25191 2.49418 1.58007
C 5.66691 2.78543 2.85117
C 4.59454 2.70029 1.82718
O 5.08500 1.95372 0.77877
C 4.03005 1.35375 -0.06512
H 11.16628 4.05278 0.18010
H 10.25862 2.85569 -0.77934
H 11.15981 2.44737 0.69435
H 10.34549 3.65451 2.74659
H 9.47337 2.19394 2.32197
H 7.98868 4.84236 2.80046
H 8.12952 3.57772 3.96612
H 5.52692 3.58613 3.60188
H 5.85669 1.86247 3.37981
H 4.42677 3.69425 1.48104
H 3.68942 2.28764 2.30745
H 3.27244 0.96775 0.48076
H 4.54727 0.52619 -0.54331
H 3.74473 2.08779 -0.80093
C -2.20780 -4.75983 -2.51451
O -1.09381 -4.36590 -1.77819
C -0.45751 -3.17003 -2.17666
C 0.68125 -3.07167 -1.24105
N 0.26390 -2.83250 0.17313
H 0.12594 -1.76639 0.39034
H -0.48959 -3.49606 0.44248
C 1.46672 -3.26415 1.08633
C 1.48158 -4.72187 1.39256
O 0.19562 -5.01233 2.06377
C -0.54882 -6.15241 1.66662
H -2.04997 -4.50764 -3.56059
H -3.19689 -4.26923 -2.33712
H -2.31993 -5.80280 -2.32871
H -1.14494 -2.28857 -2.13060
H -0.11844 -3.11008 -3.17936
H 1.30328 -2.21485 -1.37553
H 1.18286 -4.02158 -1.23018
H 1.33337 -2.67764 1.96702
H 2.37628 -2.93382 0.63889
H 2.33903 -4.99128 1.96871
H 1.62839 -5.31980 0.45940
H -1.55461 -6.08062 1.99850
H -0.06760 -7.00302 2.10904
H -0.54770 -6.30340 0.62799
C -4.59463 -2.83743 1.62526
C -3.45679 -3.03482 2.56881
C -2.56396 -1.78635 2.78196
C -3.32696 -0.76519 3.69384
N -3.12020 0.68971 3.17825
C -1.62150 1.11195 3.29643
C -1.37528 1.52348 4.74031
C -2.84234 1.82398 5.25508
C -3.69752 1.73796 4.04727
C -3.62919 0.94119 1.76446
H -5.42789 -3.53443 1.88784
H -4.35391 -2.75937 0.57512
H -5.03942 -1.81960 1.76057
H -2.72646 -3.80895 2.17406
H -3.73008 -3.48335 3.52900
H -2.39578 -1.36337 1.83579
H -1.59454 -2.18537 3.23969
H -2.88615 -0.78303 4.71739
H -4.37445 -0.89461 3.70174
H -1.38148 1.93916 2.63843
H -1.05678 0.26228 3.00810
H -0.77263 2.41556 4.80414
H -0.96195 0.73177 5.38733
H -2.95454 2.79572 5.81267
H -3.10434 1.09865 6.10916
H -3.64648 2.66798 3.43287
H -4.76133 1.53443 4.22005
H -3.23051 0.30593 1.03608
H -3.35756 1.96407 1.57435
H -4.69308 0.78567 1.82590
C -6.73708 0.20642 -4.52055
C -5.36733 -0.20113 -5.07543
C -4.26718 0.83473 -4.95290
C -2.85936 0.25711 -4.75044
N -1.75056 1.28460 -4.51357
C -0.42637 0.65850 -4.10600
C 0.25525 1.69640 -3.18833
C -0.82251 2.73307 -2.77148
C -2.05354 2.00487 -3.18436
C -1.59233 2.25326 -5.60350
H -6.66454 0.20095 -3.42250
H -7.41723 -0.59815 -4.79855
H -7.07454 1.18577 -4.88800
H -5.47626 -0.44370 -6.10037
H -5.10100 -1.14714 -4.60395
H -4.50464 1.40480 -4.06691
H -4.41607 1.45392 -5.82043
H -2.44142 -0.42926 -5.47665
H -2.89006 -0.21539 -3.77656
H 0.07261 0.46255 -5.05916
H -0.61014 -0.20804 -3.47873
H 1.02819 2.04240 -3.80777
H 0.73762 1.18973 -2.36702
H -0.54212 3.69271 -3.33380
H -0.85207 2.99227 -1.72653
H -2.88237 2.66200 -3.40858
H -2.29760 1.24604 -2.43276
H -1.40122 1.74833 -6.52790
H -0.69939 2.88836 -5.42746
H -2.53753 2.86726 -5.65301
Cl -2.45343 -0.99303 -0.81343
O -0.65027 1.16487 -0.11761
C 0.53429 0.97807 0.48561
O 0.98823 -0.19910 0.36945
O 0.97599 1.93192 1.17106
H -0.96402 0.22753 -0.40692
*
```

HOMO-LUMO gap = 8.8 eV



Formula: C31H74O13
Source: OMol25
Level of theory: the ωB97M-V functional and the def2-TZVPD basis

```
! RIJCOSX wB97M-V def2-TZVPD def2/J DEFGRID3
* xyz 0 1
C 3.36774 -2.67548 -2.25050
C 3.18256 -2.49486 -3.75653
O 2.39759 -1.35491 -4.06603
C 1.03128 -1.62644 -4.27024
C 0.13444 -0.43557 -3.87512
O 0.89918 0.76081 -3.87965
C 0.38419 1.85021 -3.17098
O -1.01021 1.87984 -3.26138
C -1.62259 3.15590 -3.09032
C 0.91091 1.82992 -1.72482
O 0.56483 3.04676 -1.11481
C 1.55711 3.57173 -0.24867
C 2.65037 4.37361 -0.97017
O 0.48916 0.73551 -0.94346
C -0.89414 0.70727 -0.55998
C -1.03733 -0.22045 0.64809
C -0.13452 -1.47138 0.53352
C 0.99617 -1.35201 1.51664
O 0.90663 -1.58264 2.70132
O 2.16744 -0.92719 0.97767
H 2.62370 -3.35193 -1.82301
H 4.35107 -3.09717 -2.03229
H 3.27226 -1.71229 -1.75315
H 4.15143 -2.35904 -4.24322
H 2.73255 -3.39443 -4.19456
H 0.85490 -1.88076 -5.32409
H 0.72606 -2.50042 -3.67867
H -0.30785 -0.61297 -2.89500
H -0.65448 -0.34054 -4.62439
H 0.81492 2.74562 -3.64384
H -2.03179 3.23664 -2.07823
H -0.90999 3.96895 -3.23571
H -2.44913 3.23339 -3.79288
H 2.00262 1.73701 -1.79287
H 1.06424 4.22924 0.47202
H 2.00149 2.76101 0.34327
H 2.89524 5.28384 -0.42481
H 2.32287 4.60417 -1.98468
H 3.57237 3.79211 -1.06101
H -1.50970 0.35606 -1.39169
H -1.23278 1.70555 -0.28164
H -0.79256 0.34338 1.55196
H -2.08062 -0.53063 0.71457
H -0.70366 -2.36835 0.78791
H 0.26243 -1.58577 -0.47411
H 1.98126 -0.26434 0.29525
C -5.67520 3.22584 -1.66964
C -5.22630 4.63610 -2.01859
C -6.39476 5.60700 -2.07321
O -4.50533 4.64281 -3.25193
H -6.36427 2.84965 -2.43113
H -4.82045 2.55018 -1.62902
H -6.18486 3.19919 -0.70601
H -4.50538 4.97944 -1.27441
H -7.10503 5.29966 -2.84587
H -6.04763 6.61077 -2.31765
H -6.92349 5.64294 -1.12008
H -5.10365 4.34706 -3.94607
C -2.55833 5.73318 2.22671
C -2.14223 4.45895 2.94589
C -0.75467 4.57895 3.55058
O -2.20103 3.34371 2.05855
H -1.86712 5.94533 1.40559
H -3.55700 5.62420 1.80368
H -2.55732 6.58931 2.90258
H -2.86380 4.23560 3.73300
H -0.01527 4.75048 2.76237
H -0.48023 3.65837 4.06548
H -0.69347 5.40537 4.25982
H -1.57414 3.51143 1.34558
C -2.20512 -4.79335 2.33047
C -3.67395 -4.41826 2.22396
C -4.55303 -5.63183 1.97114
O -3.86053 -3.43893 1.19640
H -1.86315 -5.24253 1.39279
H -1.60087 -3.90442 2.51770
H -2.02723 -5.50889 3.13387
H -3.98584 -3.92263 3.14458
H -4.28497 -6.11528 1.03077
H -5.60044 -5.33534 1.90246
H -4.45098 -6.37039 2.76640
H -3.60549 -3.84871 0.36334
C 6.22016 0.10168 4.55455
C 5.52599 1.02592 3.56682
C 4.67908 0.25167 2.57127
O 6.48406 1.84100 2.88802
H 6.89076 -0.57997 4.02414
H 6.81786 0.67570 5.26297
H 5.49615 -0.49552 5.11004
H 4.89428 1.72856 4.11325
H 5.30835 -0.42410 1.98509
H 4.18909 0.93348 1.87601
H 3.91106 -0.34025 3.06731
H 7.06944 1.25456 2.39188
C -5.97928 -10.41218 2.16213
C -6.34850 -9.28295 1.21310
C -7.12965 -9.78760 0.01010
O -5.18212 -8.57331 0.79679
H -5.34206 -11.14052 1.65268
H -5.42753 -10.02662 3.01930
H -6.86731 -10.93160 2.52419
H -6.94646 -8.54276 1.74744
H -6.52572 -10.49823 -0.56120
H -7.38936 -8.96122 -0.65124
H -8.04752 -10.29067 0.31655
H -4.61890 -9.18950 0.31683
C 9.36152 3.80035 -0.24240
C 8.55011 2.57477 -0.63220
C 7.48892 2.90579 -1.67034
O 7.95506 1.98028 0.51852
H 8.70994 4.55891 0.19967
H 10.11799 3.53835 0.49694
H 9.85736 4.23884 -1.10949
H 9.21895 1.81018 -1.03082
H 6.78504 3.63970 -1.26780
H 6.92478 2.01245 -1.93852
H 7.93540 3.32131 -2.57469
H 7.34794 2.61958 0.91332
*
```

Energy relative to the best compared isomer or geometry (same formula, charge and spin) = 0.0 kcal per mole
HOMO-LUMO gap = 9.9 eV



LUMO level per entry: -0.1263; 0.0217 Ha